Here is a cluster of 2 separate species, C12H17N in total from the OMol25 dataset. Energies are from the ωB97M-V functional and the def2-TZVPD basis.

Orbital gap ... 8.78 eV
Energy relative to the best compared isomer or geometry (same formula, charge and spin) ... 40.4 kJ/mol
SMILES ... Cc1c[nH]c2ccccc12.CCC
Charge ... 0
Lowest unoccupied orbital energy ... 0.94 eV
HOMO ... -7.845 eV
F_max ... 1.0 eV Å⁻¹
Spin multiplicity ... 1

Bonds (Å) are listed after each position.
Geometry (Å):
1 C 0.10468 -3.14051 2.28272  C2 1.485, H11 1.092, H12 1.098, H13 1.097
2 C -0.51203 -2.65621 1.02215  C1 1.485, C3 1.355, C10 1.449
3 C -1.54385 -3.16352 0.30601  C2 1.355, N4 1.376, H14 1.078
4 N -1.70100 -2.45977 -0.86645  C3 1.376, C5 1.378, H15 1.004
5 C -0.77693 -1.43851 -0.89963  N4 1.378, C6 1.392, C10 1.406
6 C -0.54114 -0.50061 -1.90067  C5 1.392, C7 1.384, H16 1.085
7 C 0.56991 0.30845 -1.74011  C6 1.384, C8 1.404, H17 1.080
8 C 1.40592 0.16701 -0.62065  C7 1.404, C9 1.377, H18 1.086
9 C 1.15728 -0.74691 0.37905  C8 1.377, C10 1.395, H19 1.083
10 C 0.05151 -1.58425 0.22721  C2 1.449, C5 1.406, C9 1.395
11 H -0.58795 -3.70874 2.90675  C1 1.092
12 H 0.47126 -2.35004 2.95023  C1 1.098
13 H 0.98128 -3.77824 2.11779  C1 1.097
14 H -2.16462 -4.02223 0.50607  C3 1.078
15 H -2.39011 -2.61876 -1.57873  N4 1.004
16 H -1.21802 -0.35517 -2.73660  C6 1.085
17 H 0.72223 1.18839 -2.34752  C7 1.080
18 H 2.24437 0.85499 -0.56468  C8 1.086
19 H 1.73796 -0.69566 1.29148  C9 1.083
20 C -0.18471 4.70678 -0.68606  C21 1.541, H23 1.090, H24 1.096, H25 1.090
21 C 0.65572 3.71361 0.14038  C20 1.541, C22 1.517, H26 1.089, H27 1.087
22 C 0.94405 4.17125 1.55726  C21 1.517, H28 1.087, H29 1.095, H30 1.092
23 H 0.24743 4.90871 -1.66643  C20 1.090
24 H -1.18390 4.28550 -0.84266  C20 1.096
25 H -0.35366 5.66603 -0.19573  C20 1.090
26 H 0.11664 2.76771 0.12270  C21 1.089
27 H 1.58872 3.58457 -0.40269  C21 1.087
28 H 0.03657 4.43464 2.09395  C22 1.087
29 H 1.50913 3.38959 2.07655  C22 1.095
30 H 1.62400 5.02557 1.52742  C22 1.092

Taken from the natural (NBO) analysis, the atomic charges in e are: -0.63 -0.09 -0.03 -0.55 0.20 -0.26 -0.22 -0.24 -0.19 -0.12 0.22 0.22 0.22 0.21 0.41 0.21 0.21 0.21 0.21 -0.61 -0.40 -0.60 0.21 0.20 0.20 0.21 0.19 0.20 0.21 0.20